[1]
{"formula": "C8H15N2O5", "method": "ωB97M-V with the def2-TZVPD basis set", "symbols": ["C", "C", "C", "C", "C", "C", "C", "C", "N", "N", "O", "O", "O", "O", "O", "H", "H", "H", "H", "H", "H", "H", "H", "H", "H", "H", "H", "H", "H", "H"], "positions_angstrom": [[-0.81, -0.85, 2.20], [0.72, 1.49, -0.44], [-1.30, -0.57, 0.80], [1.99, 1.18, 0.32], [0.68, -0.09, -0.61], [-3.09, -1.12, -0.91], [-2.53, -1.41, 0.48], [1.11, -0.50, -2.03], [0.05, -0.08, 2.77], [2.95, 1.91, 0.79], [0.57, 0.97, 2.28], [-0.30, -0.90, -0.20], [1.94, -0.12, 0.27], [0.77, 2.29, -1.55], [2.30, 0.15, -2.39], [-1.16, -1.72, 2.73], [-0.05, 1.88, 0.22], [-1.53, 0.50, 0.72], [-2.37, -1.39, -1.67], [-3.35, -0.07, -1.02], [-3.99, -1.71, -1.07], [-2.26, -2.46, 0.56], [-3.29, -1.19, 1.24], [0.32, -0.18, -2.71], [1.19, -1.59, -2.07], [0.36, -0.32, 3.73], [2.87, 2.91, 0.80], [3.74, 1.48, 1.27], [1.41, 1.96, -2.19], [3.06, -0.44, -2.29]], "homo_lumo_gap_ev": [10.0, 10.0], "e_homo_ev": [-13.0, -13.0], "charge": 1, "e_lumo_ev": [-2.97, -2.97], "e_above_lowest_kj_mol": 0.0}

[2]
{"formula": "C8H15N2S", "method": "ωB97M-V with the def2-TZVPD basis set", "symbols": ["C", "C", "C", "C", "C", "C", "C", "C", "N", "N", "S", "H", "H", "H", "H", "H", "H", "H", "H", "H", "H", "H", "H", "H", "H", "H"], "positions_angstrom": [[0.48, -2.88, -0.44], [-0.74, -2.27, -0.06], [1.32, -1.80, -0.66], [1.30, 1.22, -1.59], [2.54, 0.50, 0.62], [-3.24, 0.00, 1.61], [1.18, 0.66, -0.19], [-2.62, 0.60, 0.41], [-0.57, -0.98, 0.10], [0.74, -0.68, -0.22], [-3.43, 0.21, -1.03], [0.54, -3.97, -0.59], [-1.72, -2.80, 0.10], [2.32, -1.90, -1.10], [0.37, 0.95, -2.26], [2.12, 0.71, -1.96], [1.31, 2.21, -1.49], [3.31, 0.30, -0.14], [2.53, -0.14, 1.51], [2.96, 1.53, 0.95], [-4.09, 0.74, 1.80], [-2.51, -0.01, 2.43], [-3.35, -1.04, 1.31], [0.50, 1.18, 0.34], [-1.97, 1.43, 0.64], [-2.87, 1.13, -1.81]], "homo_lumo_gap_ev": 7.0, "e_homo_ev": -12.5, "charge": 1, "e_lumo_ev": -5.43, "e_above_lowest_kj_mol": 336.8}

[3]
{"formula": "C8H15N3", "method": "ωB97M-V with the def2-TZVPD basis set", "symbols": ["C", "C", "C", "C", "C", "C", "C", "C", "N", "N", "N", "H", "H", "H", "H", "H", "H", "H", "H", "H", "H", "H", "H", "H", "H", "H"], "positions_angstrom": [[-1.10, 0.16, 0.96], [-1.10, 2.61, -0.13], [0.91, -0.98, -1.50], [2.36, -0.31, 0.57], [0.56, -1.97, 0.84], [0.17, 1.87, -0.41], [-0.09, 0.44, 0.15], [0.96, -0.69, 0.07], [-2.18, -0.20, 1.39], [-3.07, -0.80, 0.23], [-2.63, -1.22, -0.76], [-1.31, 3.10, 0.84], [-1.25, 3.49, -0.83], [-1.97, 2.07, -0.46], [-0.21, -1.28, -1.71], [1.38, -1.90, -1.61], [1.44, -0.19, -2.14], [2.68, 0.49, -0.04], [2.22, 0.07, 1.65], [3.21, -1.06, 0.64], [1.40, -2.74, 0.75], [0.58, -1.91, 1.92], [-0.31, -2.50, 0.32], [0.98, 2.20, 0.21], [0.44, 1.90, -1.48], [-4.08, -0.66, 0.53]], "homo_lumo_gap_ev": 8.9, "e_homo_ev": -8.1, "e_lumo_ev": 0.84, "e_above_lowest_kj_mol": 538.3}

no.,electronic energy (eV)
1,-21747.9407
2,-22344.7501
3,-13004.3326